Entry w
ORCA calculation (wB97M-V/def2-TZVPD) on a cluster of 11 separate species, C6H33NO11 in total.

Each line ends with the natural charge from an NBO analysis.
Atoms and positions in Å:
C -1.35084 -3.01779 1.69320  -0.615
C -0.95173 -1.65109 1.18776  -0.431
C -0.74510 -0.61731 2.28785  -0.413
C 0.41195 0.39736 2.23720  -0.507
C 0.72101 0.90599 0.82906  0.740
O 1.52021 0.28688 0.11229  -0.776
N 0.35915 2.18334 0.54302  -0.604
C -0.45894 3.09149 1.31783  -0.412
H -0.65282 -3.37964 2.44715  0.190
H -1.26139 -3.76315 0.90154  0.237
H -2.38731 -3.19248 1.97133  0.214
H -1.78752 -1.40218 0.51647  0.211
H -0.09413 -1.63979 0.52361  0.208
H -0.72576 -1.09610 3.27895  0.216
H -1.66097 -0.10978 2.61899  0.205
H -0.02292 1.25781 2.71230  0.218
H 1.27865 -0.05326 2.69008  0.256
H 0.52793 2.40056 -0.43502  0.431
H -0.40371 2.88263 2.37664  0.215
H -1.49682 3.23723 1.02368  0.204
H 0.02741 4.06925 1.24844  0.207
O -0.01105 3.84183 -1.97979  -0.985
H 0.02944 4.63972 -1.44187  0.459
H 0.95720 3.78426 -2.19705  0.493
O -2.08058 -3.66181 -1.33594  -0.963
H -1.28550 -4.21953 -1.41168  0.492
H -2.06265 -3.15929 -2.15795  0.465
O 3.43957 0.45476 2.15355  -0.937
H 3.29997 -0.39280 1.72299  0.479
H 3.37381 1.14337 1.50123  0.462
O -3.67793 1.13718 2.42861  -0.940
H -3.51625 1.73017 1.69467  0.471
H -3.37220 0.26188 2.18398  0.474
O 2.57176 3.46740 -2.49891  -0.971
H 2.40396 2.71368 -3.05920  0.476
H 3.13371 3.14092 -1.75779  0.514
O 3.61770 1.96723 -0.68482  -0.971
H 3.11914 1.14796 -0.43855  0.503
H 4.37715 1.75389 -0.11612  0.480
O 0.62001 -4.32860 -1.07348  -0.979
H 1.35764 -4.70524 -0.59337  0.484
H 0.68461 -3.36618 -1.07776  0.502
O -4.02854 0.23481 -0.68671  -0.935
H -3.08921 0.31464 -0.89916  0.465
H -4.38783 0.07260 -1.56473  0.472
O 1.96651 -1.48314 -1.81641  -0.970
H 2.17184 -0.95002 -1.02496  0.492
H 1.29588 -0.93842 -2.23805  0.472
O -0.78173 -1.69534 -4.24812  -0.948
H -0.54627 -2.57892 -4.54265  0.476
H -0.42653 -1.11698 -4.92230  0.473

Output
HOMO: -10.44 eV
LUMO level: 0.023 eV
Kohn-Sham gap: 10.46 eV
SMILES: CCCCC(=O)NC.O.O.O.O.O.O.O.O.O.O

Entry x
ORCA calculation (wB97M-V/def2-TZVPD) on a cluster of 11 separate species, C6H33NO11 in total.

Each line ends with the natural charge from an NBO analysis.
Atoms and positions in Å:
C -0.34025 2.25104 2.20269  -0.442
C 0.80597 2.17800 2.84686  -0.154
C 1.78754 1.00419 2.77912  -0.474
C 2.39090 1.00290 1.36586  -0.400
C 2.59538 -0.45022 0.87132  -0.219
N 1.45551 -0.99129 0.19285  -0.685
C 0.72606 -2.11185 0.72364  0.105
O -0.19401 -2.49007 -0.31573  -0.783
H -1.29261 2.76909 2.20439  0.226
H -0.51437 1.49242 1.41054  0.174
H 1.22176 2.95967 3.48057  0.194
H 2.40586 0.98666 3.67656  0.206
H 1.15323 0.10384 2.85814  0.240
H 1.75758 1.46372 0.60894  0.205
H 3.35582 1.49970 1.32979  0.213
H 3.49755 -0.52493 0.22525  0.175
H 3.05201 -1.04930 1.66498  0.195
H 0.83990 -0.27453 -0.16216  0.372
H 0.14468 -1.93250 1.63188  0.129
H 1.29437 -3.04021 0.70988  0.183
H -1.06109 -2.06889 -0.14756  0.514
O -0.96176 3.94110 -1.45654  -0.971
H -1.17489 3.30730 -0.76731  0.501
H -0.46289 4.69941 -1.15149  0.493
O -2.58486 -1.42680 0.50885  -0.994
H -2.59227 -1.55588 1.48659  0.496
H -2.95649 -0.53071 0.47310  0.493
O -2.05045 -1.98507 3.16114  -0.941
H -1.78364 -1.17501 3.60854  0.488
H -1.23548 -2.44417 2.93500  0.482
O -0.31537 -1.45681 -4.66556  -0.978
H 0.43119 -1.38223 -4.07136  0.489
H -0.78522 -2.26922 -4.49482  0.482
O -0.88197 2.90854 -3.89546  -0.954
H -1.09340 3.51403 -3.14959  0.501
H -0.10311 2.46140 -3.54413  0.466
O -2.92709 1.14182 -0.60867  -0.981
H -2.61398 1.17053 -1.52714  0.499
H -3.87723 1.06624 -0.74201  0.479
O 0.64931 -0.90868 4.53692  -0.937
H 0.56002 -0.10210 5.05932  0.475
H 1.59949 -1.06231 4.58601  0.475
O 1.78375 -0.98579 -2.55836  -0.979
H 2.69187 -1.03543 -2.25509  0.472
H 1.25132 -1.14979 -1.76967  0.493
O -2.76381 1.13661 -3.73618  -1.003
H -2.98459 0.26017 -3.43567  0.472
H -1.83796 1.45897 -3.73509  0.509
O 0.37680 -3.56145 -3.28834  -0.955
H 1.33991 -3.53769 -3.28752  0.469
H 0.22102 -3.27443 -2.37329  0.485

Output
HOMO: -9.35 eV
LUMO level: -0.055 eV
Kohn-Sham gap: 9.30 eV
SMILES: C=CCCCNCO.O.O.O.O.O.O.O.O.O.O

Which structure loses on stability? entry x does.